1.
Here is a cluster of 2 separate species, C7H13BN4O2 in total at a distorted geometry from the OMol25 dataset. Energies are from wB97M-V/def2-TZVPD.

Output
LUMO energy: -7.5 eV
Frontier orbital gap: 8.82 eV
Net charge: +2
DFT total energy: -668.24076 Ha

Element x y z (Å)
B1 -1.2298 3.0820 -2.4621
C1 1.1134 2.2887 0.4834
C2 0.4650 2.9777 -0.4866
C3 0.6292 1.0839 0.9383
C4 -1.1575 1.2102 -0.6881
C5 -0.6866 2.4184 -1.1438
C6 -0.5263 0.5528 0.4122
C7 -1.1173 -0.5104 1.0677
N1 0.8138 -2.0558 0.2165
N2 -1.9278 -1.2730 1.4667
N3 2.1332 -2.0231 -0.1425
N4 -2.8063 -1.9182 2.2178
O1 -0.9806 4.3410 -2.5162
O2 -1.9221 2.3382 -3.3021
H1 2.0914 2.5976 0.8966
H2 1.0694 3.7480 -0.9028
H3 1.0517 0.8017 1.9099
H4 0.5672 -3.0578 0.2814
H5 0.2738 -1.5973 -0.5698
H6 2.5243 -2.8048 -0.9851
H7 2.2891 -1.0683 -0.5577
H8 2.9286 -2.1278 0.5652
H9 -3.3651 -1.3980 2.9244
H10 -2.0529 0.7602 -1.2212
H11 -2.7106 -2.9142 2.1579
H12 -1.0978 4.8375 -3.3099
H13 -2.1062 2.8784 -4.0716

Atomic partial charges in e from the Löwdin method, atoms 1 to 2: -0.762 -0.051

---

2.
Here is the molecule C15H16N4OS2 from the OMol25 dataset. Energies are from wB97M-V/def2-TZVPD.

Output
LUMO energy: 0.6 eV
Frontier orbital gap: 8.56 eV
Energy above the lowest of the compared OMol25 structures with the same formula, charge and spin: 0.00 kcal per mole
SMILES: Cc1cc(C(=O)CSc2ncn[nH]2)c(C)n1Cc1cccs1
Net charge: 0
DFT total energy: -1671.83274 Ha

Element x y z (Å)
C1 -0.7699 -0.9578 2.5407
C2 -0.0847 -0.1505 1.4974
C3 0.9643 0.7138 1.6108
C4 1.2697 1.1926 0.3061
C5 2.4237 2.0346 0.0126
O1 2.7662 2.9813 0.6842
C6 3.3030 1.5306 -1.1284
S1 4.3719 0.2460 -0.3806
C7 3.2627 -1.0860 -0.3572
N1 2.2977 -1.3527 -1.2148
C8 1.7661 -2.4961 -0.7403
N2 2.3432 -2.9525 0.3430
N3 3.3002 -2.0475 0.5922
C9 0.3540 0.6181 -0.5586
C10 0.1157 0.8587 -2.0077
N4 -0.4519 -0.1966 0.1749
C11 -1.5601 -0.9531 -0.3374
C12 -2.8467 -0.1882 -0.2353
C13 -3.0395 1.0974 0.1602
C14 -4.4007 1.4836 0.1286
C15 -5.2171 0.4874 -0.2900
S2 -4.3463 -0.9518 -0.6562
H1 -1.8428 -0.7652 2.5437
H2 -0.6103 -2.0249 2.3768
H3 -0.3678 -0.6982 3.5156
H4 1.5005 0.9691 2.5025
H5 2.7616 1.0559 -1.9399
H6 3.9792 2.3085 -1.4796
H7 0.9462 -2.9929 -1.2159
H8 3.9269 -2.1425 1.3749
H9 -0.9486 0.9854 -2.2033
H10 0.4843 0.0214 -2.6020
H11 0.6263 1.7640 -2.3241
H12 -1.6428 -1.8897 0.2245
H13 -1.3619 -1.2145 -1.3824
H14 -2.2438 1.7520 0.4684
H15 -4.7467 2.4625 0.4072
H16 -6.2818 0.4977 -0.4106

Atomic partial charges in e from the Löwdin method, atoms 1 to 2: -0.018 -0.279

---

3.
Here is the molecule C25H35ClN4O5 at a distorted geometry from the OMol25 dataset. Energies are from wB97M-V/def2-TZVPD.

Output
LUMO energy: 0.6 eV
Frontier orbital gap: 9.60 eV
Energy above the lowest of the compared OMol25 structures with the same formula, charge and spin: 0.00 kcal per mole
SMILES: CCOCCCN(C(=O)CCC(=O)Nc1cc(C)on1)[C@@H](C(=O)NC(C)(C)C)c1ccccc1Cl
Net charge: 0
DFT total energy: -2029.09847 Ha

Element x y z (Å)
C1 -0.9759 -4.2255 2.8151
C2 -0.2349 -2.9308 3.1076
O1 -0.3779 -2.0820 1.9856
C3 0.1810 -0.7968 2.1196
C4 1.7015 -0.7570 1.9321
C5 2.1326 -1.3544 0.5858
N1 1.6307 -0.6000 -0.5414
C6 0.5544 -0.9354 -1.2821
O2 0.0745 -0.1272 -2.0770
C7 -0.0075 -2.3328 -1.1276
C8 -1.1056 -2.6513 -2.1514
C9 -2.4701 -2.1208 -1.7359
O3 -3.3473 -2.8300 -1.2971
N2 -2.5906 -0.7770 -1.9236
C10 -3.7099 -0.0225 -1.6789
C11 -4.9935 -0.4405 -1.2331
C12 -5.7074 0.7195 -1.1813
C13 -7.1125 1.0080 -0.8054
O4 -4.9239 1.7452 -1.5602
N3 -3.6849 1.2779 -1.8687
C14 2.3191 0.6563 -0.8690
C15 1.8271 1.8197 0.0265
O5 2.5478 2.4920 0.7375
N4 0.4997 1.9777 -0.0883
C16 -0.2924 3.0460 0.5290
C17 -0.0210 3.1058 2.0336
C18 -1.7607 2.7091 0.2805
C19 0.0733 4.3796 -0.1287
C20 3.8086 0.4147 -0.9481
C21 4.7157 0.8363 0.0169
C22 6.0695 0.5769 -0.1111
C23 6.5458 -0.1251 -1.2034
C24 5.6615 -0.5719 -2.1691
C25 4.3098 -0.3048 -2.0358
Cl1 3.2364 -0.9058 -3.2602
H1 -0.9345 -4.8809 3.6802
H2 -2.0133 -4.0094 2.5761
H3 -0.5264 -4.7298 1.9640
H4 -0.6572 -2.4381 3.9966
H5 0.8271 -3.1378 3.3044
H6 -0.0776 -0.3729 3.1005
H7 -0.2974 -0.1942 1.3418
H8 2.0306 0.2783 2.0084
H9 2.1905 -1.3243 2.7256
H10 1.7756 -2.3809 0.5262
H11 3.2253 -1.3666 0.5365
H12 -0.4001 -2.4604 -0.1161
H13 0.8132 -3.0404 -1.2711
H14 -0.8338 -2.2341 -3.1228
H15 -1.1982 -3.7341 -2.2412
H16 -1.7618 -0.2694 -2.2351
H17 -5.2967 -1.4375 -1.0012
H18 -7.5893 0.1015 -0.4460
H19 -7.6606 1.3855 -1.6675
H20 -7.1437 1.7700 -0.0287
H21 1.9779 0.9131 -1.8832
H22 0.0302 1.4664 -0.8265
H23 -0.2703 2.1566 2.5021
H24 1.0259 3.3242 2.2193
H25 -0.6284 3.8869 2.4824
H26 -2.0189 1.7618 0.7505
H27 -1.9770 2.6326 -0.7828
H28 -2.3965 3.4824 0.7024
H29 1.1291 4.5877 0.0250
H30 -0.5101 5.1868 0.3051
H31 -0.1260 4.3395 -1.1972
H32 4.3549 1.3967 0.8629
H33 6.7515 0.9241 0.6498
H34 7.6003 -0.3297 -1.3077
H35 6.0128 -1.1266 -3.0251

Atomic partial charges in e from the Löwdin method, atoms 1 to 2: -0.062 -0.271

---

4.
Here is a structure of composition C10H34F30LiN5O37S10 at a distorted geometry from the OMol25 dataset. Energies are from wB97M-V/def2-TZVPD.

Output
LUMO energy: 4.3 eV
Frontier orbital gap: 4.62 eV
Net charge: -4
DFT total energy: -10444.31824 Ha

Element x y z (Å)
Li1 1.1785 -2.2832 2.1883
C1 8.4914 -0.1814 -7.6170
F1 9.6080 0.4581 -8.0236
F2 7.4298 0.2820 -8.1774
F3 8.5587 -1.4875 -7.7223
S1 8.4813 0.2610 -5.7486
O1 9.5873 -0.5416 -5.1685
O2 8.8358 1.6702 -5.6800
N1 6.8936 -0.2615 -5.1465
S2 6.2443 1.0049 -4.5340
O3 6.6991 1.2782 -3.2023
O4 6.2302 2.2126 -5.3585
C2 4.2682 0.4881 -4.2464
F4 4.1741 -0.7059 -3.6086
F5 3.6510 1.5003 -3.5494
F6 3.6197 0.4684 -5.4119
C3 -1.7788 4.3402 1.6850
F7 -0.8084 5.2804 1.8558
F8 -1.4691 3.4805 0.7076
F9 -1.8698 3.7608 2.8864
S3 -3.4864 5.1539 1.2773
O5 -4.0996 4.3068 0.2434
O6 -4.1767 5.2388 2.5788
N2 -2.9636 6.6567 0.5567
S4 -3.3506 7.7559 1.5869
O7 -4.7912 7.9085 1.7072
O8 -2.6465 7.5997 2.8497
C4 -2.7833 9.4238 0.7122
F10 -1.5146 9.3527 0.7075
F11 -3.3705 9.5681 -0.5031
F12 -3.2375 10.4097 1.4261
C5 4.0821 -1.6565 0.1606
F13 4.7756 -1.1036 -0.8115
F14 4.8439 -2.4662 0.8577
F15 3.7458 -0.6505 0.9301
S5 2.5624 -2.6050 -0.5495
O9 2.6032 -2.3956 -2.0041
O10 2.6838 -3.9904 -0.0838
N3 1.1902 -1.9193 0.3343
S6 0.5732 -0.9754 -0.7559
O11 1.4582 0.1246 -1.1320
O12 -0.1735 -1.7055 -1.7469
C6 -0.8168 -0.0611 0.2546
F16 -1.7741 -0.9430 0.5877
F17 -0.2860 0.4789 1.4013
F18 -1.4543 0.9379 -0.4533
C7 -9.4845 4.3517 0.4237
F19 -10.1493 5.2591 1.1922
F20 -10.1037 3.1996 0.4539
F21 -9.3573 4.7390 -0.8577
S7 -7.6856 3.9382 1.1597
O13 -6.8725 5.1584 1.1400
O14 -7.9804 3.4156 2.5000
N4 -7.0955 2.7399 -0.0239
S8 -6.4441 1.5905 0.7550
O15 -5.5931 2.0919 1.8212
O16 -7.3493 0.5775 1.1392
C8 -5.3470 0.7703 -0.6230
F22 -6.0144 0.1130 -1.5001
F23 -4.6728 1.7095 -1.2586
F24 -4.4292 -0.0065 -0.0222
C9 -8.4978 -3.4215 4.3884
F25 -7.6270 -4.3849 4.5106
F26 -9.5866 -3.9228 3.7670
F27 -8.7715 -2.8044 5.5968
S9 -7.7895 -2.0533 3.2187
O17 -8.8884 -1.4119 2.4735
O18 -7.0449 -1.1450 4.1108
N5 -6.9061 -3.0966 2.1065
S10 -5.5228 -2.5697 2.3640
O19 -5.3401 -1.1047 2.1820
O20 -4.9856 -3.2508 3.5250
C10 -4.6016 -3.3697 0.8013
F28 -4.7489 -4.7115 0.7560
F29 -4.9817 -2.7017 -0.3475
F30 -3.3241 -3.1227 0.9844
O21 7.7230 -3.2694 1.6641
H1 8.4088 -3.9174 1.8251
H2 6.9159 -3.7816 1.6138
O22 5.2166 2.1872 0.7718
H3 5.4400 1.4452 0.2098
H4 4.4827 2.6121 0.3279
O23 3.2322 -7.2297 -1.0487
H5 2.4894 -6.6311 -0.9711
H6 2.8982 -7.9605 -1.5689
O24 1.3584 2.8866 -1.1762
H7 1.7175 2.0002 -1.2148
H8 1.9625 3.3658 -0.6090
O25 2.2959 -2.4205 -4.8421
H9 2.3385 -2.5296 -3.8921
H10 1.6716 -1.7069 -4.9739
O26 2.9405 0.6030 3.8548
H11 3.6439 -0.0090 4.0716
H12 3.1318 0.8808 2.9590
O27 -2.2496 -1.5711 3.5336
H13 -2.0237 -0.6780 3.2733
H14 -2.6362 -1.4768 4.4042
O28 5.9162 -2.9813 -3.0979
H15 5.4673 -3.7435 -2.7323
H16 6.5415 -2.7233 -2.4207
O29 0.8029 -0.9522 3.7814
H17 1.5616 -0.4487 4.0764
H18 0.0561 -0.3736 3.9357
O30 5.5382 -4.8709 1.7991
H19 4.9394 -5.3929 2.3331
H20 5.3916 -5.1778 0.9044
O31 1.4417 3.0351 2.7083
H21 1.4789 3.4523 3.5689
H22 0.6621 2.4809 2.7437
O32 2.6070 -3.3709 2.9498
H23 3.1846 -3.9241 2.4240
H24 2.2904 -3.9473 3.6454
O33 7.6152 -2.6160 -1.0251
H25 8.4724 -2.2349 -1.2154
H26 7.4204 -2.3344 -0.1313
O34 -0.6851 -4.1175 -0.4881
H27 -0.1720 -3.6494 0.1705
H28 -1.5724 -3.7717 -0.3915
O35 -0.1955 1.7896 -3.2592
H29 -1.0770 1.9024 -3.6147
H30 -0.2100 2.2624 -2.4270
O36 -1.4454 -1.1897 -4.1740
H31 -1.9096 -0.3650 -4.3174
H32 -0.9046 -1.0294 -3.4007
O37 -0.5059 -3.3651 2.1527
H33 -1.3398 -2.9011 2.2273
H34 -0.7509 -4.2863 2.0655

Atomic partial charges in e from the Löwdin method, atoms 1 to 2: 0.623 -0.714

---

5.
Here is a cluster of 2 separate species, C28H23F3NO4S2 in total at a distorted geometry from the OMol25 dataset. Energies are from wB97M-V/def2-TZVPD.

Output
LUMO energy: 2.0 eV
Frontier orbital gap: 5.11 eV
Net charge: -1
DFT total energy: -2532.49779 Ha

Element x y z (Å)
C1 5.3540 -1.9853 3.5820
C2 4.1211 -1.1320 3.5688
C3 3.5472 -0.7364 4.7828
C4 2.4072 0.0606 4.7970
C5 1.8397 0.4513 3.5840
S1 0.4434 1.5582 3.5887
N1 -0.8577 0.4308 3.4963
C6 -2.0466 0.9181 3.4997
C7 -3.2287 0.0748 3.5089
C8 -4.4972 0.6862 3.5125
C9 -5.6459 -0.0955 3.5231
C10 -5.5290 -1.4934 3.5461
C11 -4.2664 -2.1083 3.5500
C12 -3.1095 -1.3240 3.5331
O1 0.4051 2.2229 4.8665
O2 0.4836 2.3118 2.3622
C13 2.4047 0.0794 2.3634
C14 3.5423 -0.7221 2.3593
H1 5.6717 -2.2055 2.5602
H2 6.1766 -1.4813 4.1035
H3 5.1757 -2.9316 4.1066
H4 4.0041 -1.0538 5.7228
H5 1.9566 0.3833 5.7307
H6 -2.2644 1.9965 3.5334
H7 -4.5329 1.7749 3.5119
H8 -6.6233 0.3887 3.5185
H9 -6.4319 -2.1029 3.5614
H10 -4.1762 -3.1944 3.5667
H11 -2.1065 -1.7541 3.5427
H12 1.9571 0.4207 1.4343
H13 3.9914 -1.0278 1.4106
F1 -7.7623 4.2880 0.6064
C15 -8.0150 3.1077 -0.0350
F2 -8.8394 2.3818 0.7765
F3 -8.7325 3.4152 -1.1627
C16 -6.7556 2.3644 -0.3672
C17 -6.7616 0.9671 -0.4231
C18 -5.5863 0.2919 -0.7089
C19 -4.3687 1.0004 -0.9725
C20 -3.1768 0.3220 -1.2429
S2 -1.7627 1.2068 -1.6745
C21 -0.5320 -0.0466 -2.0361
C22 0.2499 -0.5551 -0.9995
C23 1.2214 -1.5165 -1.2850
C24 1.4149 -1.9362 -2.6080
C25 0.6447 -1.3940 -3.6432
C26 -0.3253 -0.4334 -3.3582
O3 -1.8915 1.9034 -2.9377
O4 -1.2216 1.8988 -0.5281
C27 -4.4349 2.4312 -0.9451
C28 -5.6035 3.0973 -0.6511
H14 -7.6864 0.4209 -0.2360
H15 -5.5530 -0.7995 -0.7455
H16 -3.1158 -0.7588 -1.3204
H17 0.0920 -0.2026 0.0169
H18 1.8095 -1.9333 -0.4652
H19 2.1675 -2.6922 -2.8329
H20 0.7799 -1.7138 -4.6771
H21 -0.9233 0.0096 -4.1502
H22 -3.5653 3.0535 -1.1491
H23 -5.6041 4.1865 -0.6417

Atomic partial charges in e from the Löwdin method, atoms 1 to 2: -0.061 -0.277

---

6.
Here is the molecule C5H10O2 from the OMol25 dataset. Energies are from wB97M-V/def2-TZVPD.

Output
LUMO energy: 0.8 eV
Frontier orbital gap: 10.63 eV
Energy above the lowest of the compared OMol25 structures with the same formula, charge and spin: 42.34 kcal per mole
SMILES: C[C@@H]1[C@H](O)C[C@@H]1O
Net charge: 0
DFT total energy: -346.95795 Ha

Element x y z (Å)
C1 0.3046 0.8995 -1.4068
C2 -0.1161 0.8508 0.0540
C3 0.8084 -0.0250 0.9456
O1 2.1349 -0.2625 0.5443
C4 -0.1316 -1.2134 0.7090
C5 -1.2258 -0.1934 0.3345
O2 -2.0985 -0.4719 -0.7349
H1 1.1740 1.5530 -1.5355
H2 -0.5177 1.2875 -2.0152
H3 0.5736 -0.0894 -1.7925
H4 -0.3185 1.8651 0.4186
H5 0.7698 0.3068 1.9932
H6 2.6668 0.5032 0.7940
H7 -0.3088 -1.9219 1.5247
H8 0.2104 -1.7572 -0.1789
H9 -1.8114 0.0934 1.2205
H10 -2.1144 -1.4246 -0.8746

Atomic partial charges in e from the Löwdin method, atoms 1 to 2: -0.057 -0.253

---

Q: Look up the frontier orbital gap of the first one.
A: 8.82 eV

---

Q: Which of these has the lowest net charge?
A: C10H34F30LiN5O37S10

---

Copy entry 2 word for word.
Here is the molecule C15H16N4OS2 from the OMol25 dataset. Energies are from wB97M-V/def2-TZVPD.

Output
LUMO energy: 0.6 eV
Frontier orbital gap: 8.56 eV
Energy above the lowest of the compared OMol25 structures with the same formula, charge and spin: 0.00 kcal per mole
SMILES: Cc1cc(C(=O)CSc2ncn[nH]2)c(C)n1Cc1cccs1
Net charge: 0
DFT total energy: -1671.83274 Ha

Element x y z (Å)
C1 -0.7699 -0.9578 2.5407
C2 -0.0847 -0.1505 1.4974
C3 0.9643 0.7138 1.6108
C4 1.2697 1.1926 0.3061
C5 2.4237 2.0346 0.0126
O1 2.7662 2.9813 0.6842
C6 3.3030 1.5306 -1.1284
S1 4.3719 0.2460 -0.3806
C7 3.2627 -1.0860 -0.3572
N1 2.2977 -1.3527 -1.2148
C8 1.7661 -2.4961 -0.7403
N2 2.3432 -2.9525 0.3430
N3 3.3002 -2.0475 0.5922
C9 0.3540 0.6181 -0.5586
C10 0.1157 0.8587 -2.0077
N4 -0.4519 -0.1966 0.1749
C11 -1.5601 -0.9531 -0.3374
C12 -2.8467 -0.1882 -0.2353
C13 -3.0395 1.0974 0.1602
C14 -4.4007 1.4836 0.1286
C15 -5.2171 0.4874 -0.2900
S2 -4.3463 -0.9518 -0.6562
H1 -1.8428 -0.7652 2.5437
H2 -0.6103 -2.0249 2.3768
H3 -0.3678 -0.6982 3.5156
H4 1.5005 0.9691 2.5025
H5 2.7616 1.0559 -1.9399
H6 3.9792 2.3085 -1.4796
H7 0.9462 -2.9929 -1.2159
H8 3.9269 -2.1425 1.3749
H9 -0.9486 0.9854 -2.2033
H10 0.4843 0.0214 -2.6020
H11 0.6263 1.7640 -2.3241
H12 -1.6428 -1.8897 0.2245
H13 -1.3619 -1.2145 -1.3824
H14 -2.2438 1.7520 0.4684
H15 -4.7467 2.4625 0.4072
H16 -6.2818 0.4977 -0.4106

Atomic partial charges in e from the Löwdin method, atoms 1 to 2: -0.018 -0.279